The following is a quantum chemistry calculation of C24H31N5O2 in the gas phase, from the Open Molecules 2025 dataset.

```
62
Properties=species:S:1:pos:R:3
C -4.799 -0.696 2.032
C -5.137 -1.559 0.819
O -4.287 -1.313 -0.283
C -3.032 -1.849 -0.307
C -2.264 -1.521 -1.426
C -0.977 -1.996 -1.556
C -0.409 -2.807 -0.578
C -1.191 -3.154 0.514
C -2.485 -2.683 0.660
H -3.049 -2.980 1.531
H -0.786 -3.806 1.276
C 1.024 -3.273 -0.687
N 2.046 -2.412 -0.107
C 2.053 -2.298 1.341
C 1.204 -1.150 1.892
N 1.612 0.094 1.269
C 1.396 0.000 -0.163
H 0.330 -0.179 -0.391
C 2.257 -1.124 -0.760
C 3.742 -0.731 -0.703
H 3.867 0.219 -1.223
H 4.041 -0.587 0.335
C 4.647 -1.774 -1.363
O 4.720 -2.979 -0.648
H 3.805 -3.209 -0.414
H 4.289 -1.964 -2.389
H 5.670 -1.395 -1.426
H 1.981 -1.242 -1.814
H 1.691 0.944 -0.625
C 0.902 1.226 1.866
C 1.331 2.517 1.259
C 2.484 3.200 1.514
C 2.523 4.337 0.668
C 1.396 4.309 -0.087
N 0.652 3.201 0.262
C -0.549 2.914 -0.346
N -1.335 1.972 0.167
C -2.474 1.729 -0.454
C -2.860 2.414 -1.597
C -1.976 3.387 -2.041
N -0.837 3.639 -1.429
H -2.179 3.991 -2.917
H -3.788 2.205 -2.100
H -3.093 0.960 -0.014
H 1.035 4.977 -0.841
H 3.296 5.078 0.634
H 3.228 2.916 2.231
H 1.171 1.238 2.927
H -0.187 1.106 1.774
H 0.130 -1.346 1.721
H 1.371 -1.073 2.970
H 3.089 -2.131 1.653
H 1.720 -3.245 1.769
H 1.122 -4.248 -0.199
H 1.280 -3.400 -1.745
H -0.403 -1.731 -2.433
H -2.704 -0.892 -2.184
H -6.137 -1.307 0.452
H -5.128 -2.623 1.083
H -5.485 -0.922 2.844
H -4.892 0.358 1.778
H -3.781 -0.878 2.368
```

Calculated values
E in eV: -36936.124
Highest occupied orbital energy in eV: -7.974
ΔE to the lowest compared entry with this formula, charge and spin in kcal/mol: 53.3
SMILES: CCOc1ccc(CN2CCN(Cc3cccn3-c3ncccn3)C[C@H]2CCO)cc1
LUMO in eV: 0.574